This record from the Open Molecules 2025 dataset describes a molecular structure, C24H25FeN7SSe in a non-equilibrium geometry. The level of theory is wB97M-V/def2-TZVPD.

Each line ends with the Löwdin spin population.
CARTESIAN COORDINATES (ANGSTROEM)
Fe -0.236 0.225 0.246  2.956
N 1.749 3.409 -1.865  0.017
C 1.354 2.399 -1.038  0.028
S -0.344 2.379 -0.541  0.017
N 2.203 1.514 -0.646  0.011
N 1.654 0.613 0.250  0.226
C 2.270 0.505 1.422  0.153
C 1.538 0.022 2.509  0.109
C 2.085 -0.117 3.811  0.041
C 1.307 -0.573 4.832  0.060
C -0.034 -0.934 4.564  0.093
C -0.515 -0.753 3.293  0.025
N 0.202 -0.250 2.278  0.163
H 1.038 3.904 -2.371  0.001
H 2.672 3.354 -2.259  0.000
H 3.277 0.890 1.534  0.008
H 3.119 0.164 3.964  0.000
H 1.704 -0.659 5.835  0.002
H -0.673 -1.343 5.333  0.006
H -1.529 -1.044 3.053  0.000
N 0.005 -0.385 -1.852  0.041
C -0.983 -0.229 -2.870  0.004
C -0.607 0.170 -4.145  0.003
C -1.539 0.265 -5.166  0.001
C -2.864 -0.046 -4.911  0.002
C -3.253 -0.401 -3.630  0.001
C -2.335 -0.485 -2.585  0.002
C -2.796 -0.637 -1.186  -0.004
C -3.988 -1.260 -0.812  0.000
C -4.418 -1.228 0.510  0.006
C -3.727 -0.489 1.459  0.005
C -2.550 0.161 1.087  0.016
C -2.060 -0.003 -0.191  -0.054
H 0.907 -0.046 -2.176  0.001
H 0.118 -1.374 -1.627  0.003
H 0.434 0.407 -4.336  0.000
H -1.231 0.580 -6.154  0.000
H -3.603 0.019 -5.700  0.000
H -4.301 -0.566 -3.414  0.000
H -4.577 -1.788 -1.554  -0.001
H -5.318 -1.758 0.796  0.000
H -4.109 -0.414 2.471  0.000
H -2.066 0.833 1.787  0.005
C 1.904 -4.886 1.599  0.000
N 0.834 -5.199 0.675  0.002
C 0.448 -6.455 0.256  0.001
C -0.587 -6.292 -0.593  0.000
N -0.825 -4.936 -0.686  0.000
C -1.835 -4.294 -1.500  0.001
C 0.048 -4.264 0.093  0.018
Se 0.119 -2.445 0.501  0.032
H 2.361 -5.811 1.942  0.000
H 1.508 -4.327 2.447  0.000
H 2.649 -4.259 1.111  0.000
H 0.936 -7.350 0.598  0.000
H -1.168 -7.020 -1.130  0.000
H -2.454 -5.057 -1.966  0.000
H -1.370 -3.686 -2.276  0.000
H -2.454 -3.642 -0.883  0.000

Output
**Multiplicity**: 5
**⟨S²⟩**: 6.1065
**ΔE to the lowest compared entry with this formula, charge and spin**: 17.8 kcal per mole
**E_HOMO (spin up / spin down)**: -5.23 / -7.33 eV